This record from the OMol25 dataset describes a molecular structure, C12H16FN3PbS. The level of theory is ωB97M-V with the def2-TZVPD basis set.

Last column: Mulliken charge in e.
CARTESIAN COORDINATES (ANGSTROEM)
C (1.7046, -2.1662, 1.2737)  -1.072
C (2.5146, -2.0643, -0.0053)  -0.200
N (2.6265, -0.6780, -0.5351)  0.116
C (1.5539, 0.2281, -0.2117)  -0.915
C (0.2785, 0.2580, -0.7345)  2.513
C (-0.1228, -0.7373, -1.7629)  -1.704
C (-0.6947, 1.2330, -0.3059)  0.590
C (-2.0893, 1.2306, -0.8770)  -1.704
C (-2.9587, 0.0705, -0.3753)  -0.221
C (-3.6351, 0.3548, 0.9717)  -0.365
F (-5.0066, 0.3468, 0.7998)  -0.310
C (-0.3624, 2.1416, 0.6463)  -1.093
C (0.9224, 2.1139, 1.2322)  0.235
N (1.3986, 2.9077, 2.1960)  -0.658
S (2.8895, 2.4294, 2.4865)  0.276
N (3.0452, 1.2394, 1.4478)  -0.605
C (1.8746, 1.1559, 0.8020)  0.688
H (0.6338, -2.2195, 1.0953)  0.289
H (1.9340, -1.3630, 1.9672)  0.280
H (1.9872, -3.0946, 1.7643)  0.405
H (2.0559, -2.7200, -0.7529)  0.212
H (3.5249, -2.4271, 0.1685)  0.453
H (2.8809, -0.6795, -1.5350)  -0.048
H (-0.6788, -1.6195, -1.4526)  0.488
H (0.8551, -1.1237, -2.1323)  -0.259
H (-0.6668, -0.2691, -2.5892)  0.598
H (-2.5771, 2.1687, -0.6289)  0.601
H (-2.0195, 1.2040, -1.9662)  0.398
H (-2.3913, -0.8563, -0.2957)  0.176
H (-3.7666, -0.0991, -1.0839)  0.436
H (-3.3529, 1.3366, 1.3524)  0.204
H (-3.3896, -0.3984, 1.7170)  0.287
H (-1.0875, 2.8689, 0.9798)  0.545
Pb (2.1195, -0.7723, -3.6563)  1.363

Summary:
Orbital gap   3.9 eV
Total charge   +2
HOMO energy   -15.228 eV



This record from the OMol25 dataset describes a molecular structure, C25H28LiNO3P2. The level of theory is ωB97M-V with the def2-TZVPD basis set.

Last column: Mulliken charge in e.
CARTESIAN COORDINATES (ANGSTROEM)
Li (0.5341, -1.2379, -1.0002)  0.790
C (4.0926, -0.6856, 0.7986)  -1.297
P (2.2596, -0.5513, 0.8539)  0.918
C (2.2360, 1.1993, 1.4938)  -1.362
C (1.7426, -1.3941, 2.3998)  0.501
C (2.6079, -1.3613, 3.4991)  -0.808
C (2.2833, -2.0357, 4.6702)  -0.656
C (1.0734, -2.7018, 4.7812)  -1.050
C (0.2044, -2.6458, 3.7151)  -0.230
C (0.5105, -2.0701, 2.5072)  0.105
P (-0.6929, -2.1441, 1.1322)  0.902
C (-1.6489, -3.6556, 1.4817)  -1.387
C (-1.9780, -0.9614, 1.6887)  -1.267
H (4.6000, -0.5643, 1.7601)  0.428
H (4.4264, 0.0538, 0.0731)  0.422
H (4.3681, -1.6723, 0.4085)  0.320
H (2.9320, 1.3642, 2.3144)  0.455
H (1.2360, 1.4077, 1.8435)  0.336
H (2.4368, 1.9105, 0.6852)  0.369
H (3.5488, -0.8272, 3.4624)  0.215
H (2.9750, -2.0146, 5.5037)  0.376
H (0.7484, -3.2089, 5.6897)  0.384
H (-0.7831, -3.0857, 3.8659)  0.182
H (-2.1573, -3.6816, 2.4527)  0.429
H (-1.0703, -4.5894, 1.3997)  0.374
H (-2.4285, -3.7017, 0.7138)  0.408
H (-2.4357, -1.2287, 2.6410)  0.505
H (-2.7111, -0.8772, 0.8774)  0.402
H (-1.5193, 0.0408, 1.7957)  0.221
O (-0.2793, 0.5380, -0.8064)  0.064
C (-0.7524, 0.9951, -2.1186)  2.552
C (-0.3952, -0.0885, -3.1447)  -0.049
O (-0.6618, 0.1841, -4.3046)  -0.708
O (0.1741, -1.1404, -2.7064)  -0.921
C (0.0205, 2.2797, -2.4344)  -0.580
C (-0.5910, 3.4602, -2.8143)  -0.300
C (0.1671, 4.6252, -2.8838)  -0.854
C (1.5266, 4.5989, -2.6580)  -0.509
C (2.1465, 3.3917, -2.3452)  -0.817
C (1.4065, 2.2315, -2.2484)  -0.125
C (-2.2612, 1.2032, -1.9999)  -0.798
C (-2.7721, 2.0001, -0.9756)  -0.054
C (-4.1427, 2.0744, -0.7700)  -0.869
C (-5.0189, 1.2862, -1.5105)  -0.392
C (-4.5086, 0.4466, -2.4957)  -0.875
C (-3.1442, 0.4340, -2.7305)  -0.360
H (-0.0781, 1.3063, -0.2797)  0.211
H (-1.6494, 3.5069, -2.9820)  0.535
H (-0.3064, 5.5617, -3.1288)  0.404
H (2.1047, 5.4905, -2.7581)  0.427
H (3.2003, 3.3277, -2.1577)  0.416
H (1.8719, 1.2808, -1.9692)  0.497
H (-2.1354, 2.6403, -0.3593)  0.372
H (-4.4949, 2.7246, 0.0309)  0.362
H (-6.0955, 1.3517, -1.2928)  0.375
H (-5.1363, -0.2223, -3.0745)  0.435
H (-2.7657, -0.2236, -3.4875)  0.534
N (2.4259, -4.8259, -1.0153)  -0.100
C (1.9887, -3.7678, -0.8365)  -0.121
H (2.7655, -5.7509, -1.2504)  0.264

Summary:
Orbital gap   8.6 eV
HOMO energy   -8.226 eV



This record from the OMol25 dataset describes a molecular structure, C22H43BrNOSiSn. The level of theory is ωB97M-V with the def2-TZVPD basis set.

Last column: Mulliken charge in e.
CARTESIAN COORDINATES (ANGSTROEM)
Sn (0.2982, 1.6932, -0.1183)  0.933
C (-0.7339, 7.3404, 0.0661)  -1.381
C (0.2748, 6.2307, 0.0810)  -0.132
C (1.6509, 6.4680, 0.1075)  -0.362
C (2.5583, 5.4165, 0.1160)  -0.632
C (2.0591, 4.1378, 0.0938)  0.477
Br (3.2250, 2.6448, 0.1073)  -0.154
N (0.7415, 3.8687, 0.0686)  -0.156
C (-0.1260, 4.9068, 0.0633)  -0.132
H (-0.2470, 8.3096, 0.1405)  0.412
H (-1.4293, 7.2476, 0.9007)  0.365
H (-1.3113, 7.3250, -0.8591)  0.350
H (2.0212, 7.4861, 0.1225)  0.463
H (3.6252, 5.5887, 0.1431)  0.475
H (-1.1759, 4.6507, 0.0400)  0.914
C (-3.0041, 3.3393, -1.4636)  -1.232
C (-2.7633, 1.8950, -1.1211)  -0.422
O (-1.9166, 1.7028, 0.0802)  -0.053
C (-2.5937, 1.9020, 1.3786)  -0.205
C (-1.7066, 2.6777, 2.3164)  -1.199
H (-3.6941, 3.3829, -2.3074)  0.454
H (-2.0892, 3.8467, -1.7744)  0.309
H (-3.4660, 3.8875, -0.6413)  0.343
H (-2.2398, 1.3655, -1.9210)  0.445
H (-3.6853, 1.3502, -0.9219)  0.386
H (-2.7985, 0.9040, 1.7640)  0.315
H (-3.5418, 2.3981, 1.1836)  0.470
H (-0.6969, 2.2378, 2.3894)  0.315
H (-2.1108, 2.6236, 3.3280)  0.439
H (-1.6182, 3.7289, 2.0517)  0.262
C (3.3271, -2.2508, -0.9648)  -1.942
C (1.9405, -2.6834, -1.4585)  2.303
C (2.0597, -4.1403, -1.9868)  -1.761
C (1.5405, -1.7421, -2.6075)  -1.501
Si (0.6084, -2.8060, -0.1365)  -1.204
C (1.0747, -2.6176, 1.6717)  2.323
C (1.7902, -3.9779, 1.9242)  -1.683
C (-0.1105, -2.4902, 2.6382)  -1.926
C (2.0532, -1.4723, 1.9689)  -1.442
C (-1.0964, -3.4407, -0.6152)  2.259
C (-1.0306, -4.9487, -0.2508)  -1.795
C (-1.4272, -3.2905, -2.1086)  -1.878
C (-2.2453, -2.7832, 0.1697)  -1.587
H (4.0168, -2.3116, -1.8094)  0.595
H (3.7284, -2.8923, -0.1814)  0.386
H (3.3387, -1.2175, -0.6136)  0.326
H (2.8656, -4.1592, -2.7245)  0.524
H (1.1583, -4.4978, -2.4801)  0.330
H (2.3336, -4.8504, -1.2021)  0.441
H (2.2941, -1.8249, -3.3943)  0.496
H (1.5431, -0.6935, -2.2861)  0.184
H (0.5784, -1.9720, -3.0562)  0.313
H (1.1379, -4.8383, 1.7645)  0.400
H (2.0982, -4.0026, 2.9730)  0.525
H (2.6913, -4.1053, 1.3218)  0.343
H (-0.7117, -3.3974, 2.6829)  0.395
H (-0.7699, -1.6543, 2.3943)  0.285
H (0.2803, -2.3198, 3.6434)  0.602
H (2.9927, -1.5420, 1.4310)  0.343
H (2.2847, -1.4874, 3.0362)  0.544
H (1.6069, -0.4880, 1.7657)  0.067
H (-0.2357, -5.4859, -0.7715)  0.379
H (-1.9768, -5.4033, -0.5559)  0.516
H (-0.9264, -5.1154, 0.8224)  0.402
H (-0.7694, -3.8579, -2.7635)  0.367
H (-1.4284, -2.2484, -2.4325)  0.325
H (-2.4373, -3.6741, -2.2666)  0.579
H (-2.1990, -2.9571, 1.2393)  0.367
H (-3.1839, -3.2132, -0.1859)  0.531
H (-2.3004, -1.7033, -0.0090)  0.198

Summary:
Orbital gap   6.8 eV
Total charge   +3
HOMO energy   -18.099 eV



This record from the OMol25 dataset describes a molecular structure, C5H9MgO4Yb. The level of theory is ωB97M-V with the def2-TZVPD basis set.

Last column: Mulliken charge in e.
CARTESIAN COORDINATES (ANGSTROEM)
O (2.5399, -0.7802, 0.7078)  -0.518
C (2.3088, -1.9355, 0.0958)  -0.188
C (1.1277, -2.1423, -0.5049)  -0.303
O (0.0990, -1.2680, -0.1719)  -0.316
C (-0.6428, -0.6859, -1.2493)  -0.536
C (-1.6586, 0.2159, -0.5943)  -0.486
O (-0.9613, 1.1220, 0.2593)  -0.149
C (-1.7686, 2.1441, 0.8324)  -0.748
Yb (0.9157, 0.4543, 1.1336)  1.018
H (3.1640, -2.5814, -0.1234)  0.350
H (0.8767, -2.9767, -1.1566)  0.425
H (-1.1475, -1.4680, -1.8312)  0.449
H (-2.3446, -0.3664, 0.0404)  0.329
H (-2.2032, 0.7859, -1.3602)  0.398
H (-1.1096, 2.7925, 1.4195)  0.274
H (-2.2435, 2.7296, 0.0341)  0.299
H (-2.5193, 1.6879, 1.4938)  0.345
Mg (3.4803, 0.6374, 1.6232)  0.990
O (2.0328, 1.7703, 1.3348)  -0.933
H (0.0543, -0.1356, -1.9830)  0.300

Summary:
Orbital gap (alpha / beta)   5.1 / 5.0 eV
Total charge   +1
HOMO energy (alpha / beta)   -9.831 / -9.741 eV



Quick rundown of strongest force on any atom, same order as above: 0.0224; 0.0291; 0.0134; 0.2104 hartree/bohr